A molecular structure, C20H23ClMnN3O4P, computed with wB97M-V/def2-TZVPD.

The geometry in XYZ format:
```
53
Properties=species:S:1:pos:R:3:mulliken_charge:R:1
Mn 1.97 -0.95 -0.63 0.4038
N 3.00 -0.90 1.70 -0.3222
C 4.43 -1.14 1.61 -0.6689
C 5.03 -0.23 0.53 -0.6216
N 4.35 -0.49 -0.74 -0.4417
H 2.82 0.05 2.02 0.1530
H 2.57 -1.55 2.35 0.2364
H 4.57 -2.19 1.34 0.3678
H 4.95 -0.95 2.57 0.3689
H 6.11 -0.39 0.47 0.3496
H 4.84 0.81 0.81 0.3644
H 4.65 -1.40 -1.10 0.2524
H 4.58 0.21 -1.43 0.1837
O 1.38 -4.14 -2.68 -0.7275
Cl 1.56 -2.95 -1.94 2.0060
O 0.35 -2.19 -1.92 -0.5530
O 2.59 -2.15 -2.54 -0.6784
O 1.95 -3.26 -0.59 -0.6288
N 0.95 0.71 -0.45 -0.9887
P -0.59 0.73 -0.22 2.2745
C -1.61 1.32 -1.61 0.0299
C -1.63 0.53 -2.76 -0.1772
C -2.38 0.92 -3.85 -0.7514
C -3.08 2.11 -3.82 -0.4872
C -3.01 2.93 -2.71 -0.6473
C -2.27 2.54 -1.60 -0.4976
C -1.33 -0.92 0.17 -0.1802
C -0.55 -1.77 0.95 -0.1252
C -0.97 -3.07 1.21 -0.6704
C -2.17 -3.51 0.71 -0.5057
C -2.96 -2.67 -0.06 -0.7415
C -2.54 -1.38 -0.33 -0.0341
C -1.06 1.75 1.23 -0.0567
C -2.32 1.71 1.81 -0.1161
C -2.59 2.51 2.91 -0.7127
C -1.60 3.35 3.41 -0.4104
C -0.34 3.38 2.84 -0.6239
C -0.07 2.57 1.75 -0.5819
H -1.07 -0.40 -2.76 0.4554
H -2.42 0.29 -4.73 0.4172
H -3.68 2.41 -4.67 0.3726
H -3.53 3.88 -2.70 0.4033
H -2.22 3.17 -0.72 0.3904
H 0.40 -1.40 1.34 0.2475
H -0.35 -3.74 1.80 0.4122
H -2.51 -4.52 0.91 0.4012
H -3.91 -3.02 -0.45 0.4127
H -3.14 -0.73 -0.95 0.4437
H -3.09 1.06 1.41 0.3875
H -3.56 2.49 3.38 0.3969
H -1.82 3.99 4.25 0.3871
H 0.42 4.03 3.24 0.4009
H 0.89 2.56 1.26 0.4315
```

Values from the calculation:
Net charge: 0
Frontier orbital gap (spin up / spin down): 0.28925 / 0.30176 Eh
2S+1: 6
<S²>: 8.756
Energy above the lowest of the compared OMol25 structures with the same formula, charge and spin: 60.8 kJ/mol
LUMO (spin up / spin down): 0.34 / 0.33 eV
Maximum force: 3.834 eV/A
HOMO level (spin up / spin down): -7.53 / -7.88 eV